ORCA calculation (ωB97M-V with the def2-TZVPD basis set) on a molecular structure, C35H35N3OP2RuS2.

XYZ file:
```
79
Properties=species:S:1:pos:R:3:lowdin_spin:R:1
Ru -1.21 0.35 -0.18 0.813
C -2.49 2.45 2.72 0.001
C -3.24 1.28 2.20 0.002
N -2.86 0.45 1.24 0.001
C -3.78 -0.58 1.08 0.001
C -4.87 -0.50 1.88 0.000
S -4.75 0.86 2.88 0.000
C -3.47 -1.62 0.10 0.004
C -4.12 -2.80 -0.06 0.000
S -3.33 -3.73 -1.24 0.007
C -2.16 -2.51 -1.46 0.013
N -2.36 -1.45 -0.71 0.021
C -1.06 -2.71 -2.43 0.001
H -1.56 2.56 2.19 0.001
H -2.30 2.33 3.78 0.000
H -3.08 3.37 2.59 0.000
H -5.71 -1.17 1.92 0.000
H -4.99 -3.16 0.47 0.000
H -1.15 -3.68 -2.93 0.000
H -0.11 -2.68 -1.91 0.000
H -1.06 -1.92 -3.19 0.000
N 1.71 -0.41 -0.04 0.005
P 0.86 0.09 -1.47 -0.010
C 1.08 1.66 -2.04 -0.003
C 2.34 2.29 -2.32 -0.001
C 2.45 3.59 -2.67 0.000
C 1.23 4.37 -2.79 -0.001
C 0.01 3.87 -2.59 -0.002
C -0.22 2.39 -2.29 -0.003
C 1.69 -1.06 -2.63 -0.002
C 2.30 -2.26 -2.24 -0.001
C 2.91 -3.07 -3.19 0.000
C 2.90 -2.70 -4.53 -0.001
C 2.29 -1.52 -4.92 0.000
C 1.69 -0.70 -3.97 -0.001
P 0.65 -0.22 1.22 0.056
C 0.15 -1.87 1.82 0.001
C 0.94 -2.99 1.54 0.000
C 0.53 -4.25 1.95 0.000
C -0.66 -4.40 2.64 0.000
C -1.44 -3.29 2.94 0.000
C -1.03 -2.03 2.52 0.001
C 1.69 0.43 2.56 0.019
C 1.47 0.05 3.88 0.009
C 2.27 0.56 4.90 -0.001
C 3.30 1.43 4.60 0.009
C 3.53 1.81 3.28 -0.001
C 2.72 1.32 2.26 0.008
H 2.71 -0.50 0.04 0.000
H 3.24 1.70 -2.20 0.000
H 3.41 4.04 -2.86 0.000
H 1.31 5.42 -3.05 0.000
H -0.87 4.51 -2.69 0.000
H -0.77 1.98 -3.16 0.000
H 2.31 -2.55 -1.20 0.000
H 3.40 -3.99 -2.88 0.000
H 3.38 -3.34 -5.26 0.000
H 2.30 -1.23 -5.96 0.000
H 1.24 0.24 -4.27 0.000
H 1.87 -2.87 1.01 0.000
H 1.14 -5.11 1.73 0.000
H -0.98 -5.39 2.96 0.000
H -2.36 -3.41 3.49 0.000
H -1.65 -1.17 2.76 0.000
H 0.67 -0.64 4.12 0.000
H 2.09 0.25 5.92 0.000
H 3.93 1.82 5.39 0.001
H 4.33 2.50 3.05 0.000
H 2.92 1.63 1.24 0.000
C 0.39 3.32 0.38 0.004
O -0.91 2.76 0.06 0.040
C -1.17 2.17 -1.14 -0.018
C -2.65 2.28 -1.49 0.014
H 0.68 4.06 -0.35 0.000
H 1.13 2.53 0.41 0.002
H 0.26 3.76 1.36 0.000
H -2.91 3.34 -1.52 0.003
H -3.31 1.80 -0.77 0.003
H -2.83 1.85 -2.48 0.001
```

Values from the calculation:
ΔE to the lowest compared entry with this formula, charge and spin in kJ/mol: 22.48
Kohn-Sham gap (alpha / beta) in eV: 5.359 / 5.269
<S²>: 0.760
HOMO energy (alpha / beta) in eV: -8.23 / -8.23
Net charge: +1
Spin multiplicity: 2

---

ORCA calculation (ωB97M-V with the def2-TZVPD basis set) on 6 unconnected molecules or ions with the total composition C35H35N6O12S at a distorted geometry.

XYZ file:
```
89
Properties=species:S:1:pos:R:3:lowdin_charge:R:1
O 6.57 -4.71 -1.44 -0.106
C 5.94 -3.91 -2.21 -0.725
O 5.48 -4.21 -3.32 -0.038
C 5.79 -2.47 -1.70 -0.179
N 5.30 -1.52 -2.68 -0.066
C 3.92 -1.68 -3.10 -0.256
C 2.89 -1.88 -1.99 -0.277
C 2.50 -3.34 -1.74 -0.546
S 1.75 -4.10 -3.21 0.739
H 5.25 -2.46 -0.74 0.098
H 6.81 -2.17 -1.45 0.106
H 5.51 -0.57 -2.42 0.084
H 3.65 -0.75 -3.61 0.101
H 3.80 -2.45 -3.85 0.071
H 3.26 -1.49 -1.04 0.099
H 1.97 -1.35 -2.22 0.068
H 1.79 -3.38 -0.92 0.054
H 3.38 -3.89 -1.41 0.064
H 2.01 -5.40 -3.07 -0.136
C 0.67 3.27 2.18 -0.068
C 1.99 3.43 1.80 -0.061
C 2.48 2.78 0.68 -0.003
C 1.62 1.99 -0.06 -0.140
C 0.30 1.81 0.30 0.002
C -0.18 2.46 1.43 -0.063
N 2.12 1.32 -1.27 -0.337
O 3.29 1.48 -1.56 0.086
O 1.34 0.66 -1.92 0.068
H 0.29 3.77 3.06 0.080
H 2.65 4.05 2.39 0.107
H 3.51 2.90 0.38 0.119
H -0.36 1.18 -0.28 0.120
H -1.21 2.33 1.73 0.097
C -4.94 5.98 3.83 -0.067
C -3.81 6.50 4.44 -0.063
C -2.74 5.67 4.75 -0.005
C -2.82 4.33 4.43 -0.149
C -3.94 3.79 3.83 0.002
C -5.01 4.62 3.53 -0.054
N -1.68 3.45 4.73 -0.355
O -0.71 3.95 5.28 0.066
O -1.77 2.28 4.41 0.079
H -5.77 6.62 3.59 0.089
H -3.75 7.55 4.68 0.107
H -1.86 6.07 5.22 0.119
H -3.99 2.74 3.59 0.121
H -5.89 4.22 3.05 0.106
C 7.58 -6.36 0.69 -0.065
C 8.60 -5.59 1.24 -0.054
C 8.66 -5.39 2.61 -0.014
C 7.70 -5.97 3.42 -0.167
C 6.68 -6.73 2.89 -0.016
C 6.62 -6.92 1.52 -0.056
N 7.78 -5.78 4.87 -0.363
O 8.69 -5.10 5.31 0.054
O 6.95 -6.33 5.56 0.054
H 7.53 -6.50 -0.38 0.093
H 9.34 -5.14 0.59 0.110
H 9.46 -4.79 3.03 0.111
H 5.93 -7.18 3.53 0.111
H 5.82 -7.52 1.09 0.108
C -3.81 -6.97 -6.74 -0.085
C -3.23 -6.04 -7.58 -0.075
C -1.95 -5.57 -7.33 -0.005
C -1.26 -6.05 -6.24 -0.138
C -1.82 -6.98 -5.38 0.000
C -3.11 -7.44 -5.64 -0.072
N 0.10 -5.57 -5.98 -0.344
O 0.56 -4.74 -6.74 0.088
O 0.69 -6.05 -5.03 0.006
H -4.81 -7.34 -6.94 0.102
H -3.78 -5.67 -8.44 0.103
H -1.50 -4.84 -7.99 0.119
H -1.27 -7.35 -4.53 0.122
H -3.55 -8.17 -4.98 0.105
C -9.49 10.65 1.43 -0.071
C -8.74 9.86 0.57 -0.064
C -8.36 8.58 0.95 -0.001
C -8.76 8.11 2.19 -0.148
C -9.50 8.88 3.06 -0.004
C -9.87 10.16 2.68 -0.065
N -8.38 6.74 2.58 -0.355
O -7.71 6.10 1.80 0.071
O -8.76 6.34 3.66 0.081
H -9.79 11.64 1.14 0.107
H -8.44 10.24 -0.39 0.109
H -7.78 7.97 0.28 0.121
H -9.80 8.50 4.03 0.120
H -10.45 10.77 3.35 0.108
```

Values from the calculation:
Kohn-Sham gap in eV: 3.999
HOMO energy in eV: -4.10
Net charge: -1